91
Properties=species:S:1:pos:R:3 method="wB97M-V/def2-TZVPD" largest_force_ev_per_a=4.40 e_above_lowest_kcal_mol=49.0 multiplicity=3 s_squared=2.025 total_energy_ev=-81210.9334 total_charge=+3
W 0.00535 0.10610 -0.91108
O -2.51745 3.33380 -1.59038
C -1.60085 2.50750 -1.13938
O -1.41235 1.30070 -1.61158
C -0.71975 2.86440 -0.07558
C -0.58535 4.07660 0.62172
C 0.37015 4.15740 1.62392
C 1.20485 3.07070 1.89502
C 1.04565 1.90330 1.14992
N 0.08685 1.78760 0.19902
C 1.88905 0.67710 1.16412
O 2.89925 0.51330 1.80152
O 1.41315 -0.19820 0.26222
H -3.03995 2.99140 -2.33358
H -1.22035 4.90570 0.35982
H 0.48655 5.07000 2.18292
H 1.95115 3.12440 2.66962
C -0.91495 -0.38400 -4.49048
P -0.84355 -1.19170 -2.85628
C -2.05345 -2.56480 -3.04208
C 0.78215 -2.04110 -2.76758
C 1.64695 -2.21110 -3.84668
C 2.85255 -2.87400 -3.67338
C 3.21075 -3.36650 -2.42768
C 2.35985 -3.20220 -1.34208
C 1.15645 -2.52550 -1.49708
H -0.13725 0.37700 -4.59868
H -1.89665 0.08490 -4.59408
H -0.81865 -1.13350 -5.27868
H -1.68595 -3.25890 -3.79998
H -3.00035 -2.14610 -3.38818
H -2.23085 -3.11170 -2.11308
H 1.38195 -1.84030 -4.82578
H 3.51195 -3.01200 -4.51558
H 4.14365 -3.89370 -2.30708
H 2.63445 -3.60510 -0.38108
H 0.43995 -2.50550 -0.65558
C 4.11995 3.91030 -0.45568
N 3.15255 3.14690 -1.23608
C 2.25235 3.96610 -2.03528
C 3.11395 1.82420 -1.38088
S 1.74745 1.22990 -2.37648
N 4.00755 0.94160 -0.94708
C 5.15155 1.20560 -0.07328
C 3.90925 -0.46870 -1.26808
H 3.67825 4.87470 -0.21718
H 5.02685 4.09630 -1.03318
H 4.36175 3.42250 0.48082
H 2.47625 5.01450 -1.87488
H 1.20765 3.79210 -1.76248
H 2.37895 3.75700 -3.09838
H 5.80065 1.98020 -0.47138
H 5.73915 0.29350 -0.00338
H 4.81615 1.43940 0.93872
H 3.11135 -0.65390 -1.98728
H 3.73835 -1.04850 -0.35598
H 4.84865 -0.79780 -1.71568
C 0.80495 -0.64400 5.13022
C 1.31765 -1.32980 4.04012
C 0.60055 -1.37650 2.85612
C -0.62555 -0.72210 2.76662
C -1.15615 -0.05500 3.86252
C -0.42775 -0.01600 5.04302
Sb -1.68145 -0.89350 0.88662
C -2.57885 -2.82130 1.33402
C -3.59535 -2.82830 2.27622
C -4.08455 -4.04110 2.73362
C -3.55735 -5.23430 2.26582
C -2.55175 -5.21430 1.31492
C -2.05465 -4.00820 0.84172
C -3.39805 0.40260 0.95982
C -4.60135 -0.05940 0.43732
C -5.69305 0.79370 0.39222
C -5.57995 2.09860 0.84562
C -4.37915 2.55000 1.36782
C -3.27925 1.70800 1.42512
H 1.36395 -0.61090 6.05262
H 2.27315 -1.82450 4.11502
H 0.99755 -1.93280 2.00662
H -2.13495 0.41010 3.80202
H -0.82835 0.50140 5.90132
H -3.99535 -1.90010 2.65962
H -4.86705 -4.05220 3.47472
H -3.93045 -6.17770 2.63652
H -2.13755 -6.14020 0.94892
H -1.25265 -4.01870 0.10682
H -4.68365 -1.08800 0.10112
H -6.63475 0.43970 0.00462
H -6.42865 2.76320 0.80022
H -4.30165 3.55690 1.74102
H -2.35215 2.05300 1.87502

---

42
Properties=species:S:1:pos:R:3 method="wB97M-V/def2-TZVPD" largest_force_ev_per_a=0.96 e_above_lowest_kcal_mol=50.6 multiplicity=1 total_energy_ev=-37222.0174 total_charge=0
O 0.73628 -0.80818 -0.78335
C 1.37765 -0.08233 -0.06330
N 0.79109 0.79077 0.81249
N -0.58577 0.82989 0.91549
C -1.30509 -0.11370 1.64244
O -0.80174 -0.92172 2.37081
C -2.76414 0.11210 1.33179
C -3.34659 -1.15603 0.63750
C -2.54661 -1.34669 -0.61497
C -2.58138 -0.32287 -1.45638
C -3.41324 0.83674 -0.99957
C -4.82433 0.37263 -0.65776
C -5.31431 -0.97424 -1.09496
C -4.78552 -0.78788 0.29459
C -2.80086 1.29445 0.35860
C -1.36026 1.69247 0.14656
O -0.91178 2.57408 -0.53003
C 2.86943 -0.03834 -0.04145
C 3.55892 -1.23007 -0.23945
C 4.94113 -1.24577 -0.24502
C 5.63404 -0.05572 -0.07074
C 7.13742 -0.03817 -0.04903
F 7.68833 -1.16978 -0.50469
F 7.61600 0.14058 1.19865
F 7.64782 0.96189 -0.78676
C 4.95474 1.14416 0.10452
C 3.57262 1.15193 0.12062
H 1.32557 1.28691 1.51194
H -3.31564 0.29842 2.25592
H -3.28492 -2.01081 1.31138
H -1.97886 -2.24611 -0.77491
H -2.04778 -0.28403 -2.38970
H -3.40768 1.66487 -1.70863
H -5.54460 1.16835 -0.52429
H -4.73437 -1.53873 -1.80664
H -6.38137 -1.09815 -1.20227
H -5.47778 -0.84036 1.12393
H -3.36918 2.14617 0.73868
H 2.99652 -2.13892 -0.38635
H 5.47903 -2.16950 -0.39115
H 5.50977 2.06259 0.22051
H 3.04744 2.08911 0.22498

---

12
Properties=species:S:1:pos:R:3 method="wB97M-V/def2-TZVPD" largest_force_ev_per_a=1.19 e_above_lowest_kcal_mol=32.4 multiplicity=1 total_energy_ev=-14074.5150 total_charge=0
C 0.64920 -2.20161 0.99234
C 0.81599 -2.38942 -0.30567
H -0.32668 -2.26844 1.45424
H 1.37306 -1.93824 1.75131
H -0.04552 -2.41998 -0.95600
H 1.77626 -2.65110 -0.74577
C 0.25765 2.12646 0.34585
S -0.83704 1.00575 -0.57912
H 0.72809 1.59411 1.17910
H -0.31957 2.92320 0.81515
H 1.01573 2.45744 -0.34389
H -1.81144 0.95867 0.33629

---

29
Properties=species:S:1:pos:R:3 method="wB97M-V/def2-TZVPD" largest_force_ev_per_a=1.84 multiplicity=2 s_squared=0.755 total_energy_ev=-34669.4148 total_charge=+1
Au 0.19859 -0.05106 0.07517
C -0.88213 -0.61249 -4.04053
C 0.04596 -0.70093 -3.00915
N -0.50622 -0.25185 -1.88238
N -1.77147 0.12784 -2.15118
C -2.01647 -0.08258 -3.44951
B -2.70679 0.70146 -1.06332
N -2.04473 1.97564 -0.47843
C -2.54841 3.21967 -0.39208
C -1.59575 4.04008 0.18052
C -0.49748 3.20810 0.40751
N -0.79570 1.97561 0.00742
N -2.85905 -0.36264 0.05387
C -3.98555 -0.90686 0.54744
C -3.63954 -1.82862 1.51658
C -2.24367 -1.80624 1.54884
N -1.80260 -0.91570 0.66546
H -0.74355 -0.89495 -5.06861
H 1.06155 -1.06037 -3.03345
H -2.97357 0.15203 -3.88366
H -3.77185 0.96983 -1.51401
H -3.54335 3.44319 -0.73911
H -1.67462 5.09127 0.39525
H 0.46241 3.44236 0.83663
H -4.95444 -0.60843 0.18343
H -4.29724 -2.43933 2.10971
H -1.56337 -2.37480 2.16068
S 1.53796 0.20542 3.26018
C 1.04404 0.05179 1.82570

---

46
Properties=species:S:1:pos:R:3 method="wB97M-V/def2-TZVPD" largest_force_ev_per_a=16.37 e_above_lowest_kcal_mol=347.3 multiplicity=1 total_energy_ev=-590779.1074 total_charge=+1
Ba 6.52970 28.55174 6.53117
O 1.53543 24.81276 1.94016
C 2.20211 25.74095 2.41163
O 3.22634 25.66478 3.28142
B 3.65229 27.03970 3.60824
O 2.89416 27.94030 2.77207
C 2.04897 27.22326 2.00537
O 1.37688 27.63542 1.05891
O 5.14372 27.14977 3.42530
C 5.71955 27.42855 4.55609
O 6.91655 27.57561 4.81695
C 4.54253 27.54075 5.59641
O 3.36629 27.29134 5.06383
O 4.71677 27.90870 6.80043
Br 0.68746 28.53912 7.91676
C 2.25756 27.39890 7.78780
C 3.39767 28.12795 8.53801
Br 5.07864 27.10397 8.77708
H 2.57434 27.21886 6.76051
H 2.10369 26.43635 8.27555
H 2.92506 28.27389 9.50932
H 3.62961 29.08722 8.07530
Br 0.68998 22.90441 4.99955
C 2.00829 23.62070 6.32918
C 3.09149 24.43394 5.60654
Br 4.12694 25.37404 6.96001
H 2.37313 22.80571 6.95431
H 1.55453 24.41058 6.92775
H 2.68973 25.20349 4.94739
H 3.78574 23.78035 5.07840
Br 3.53709 24.03542 -2.16255
C 3.83352 25.84009 -1.39395
C 4.03320 25.70854 0.11739
Br 4.64648 27.48217 0.64851
H 2.91998 26.37532 -1.65291
H 4.64998 26.36529 -1.88959
H 4.70488 24.93493 0.48950
H 3.10322 25.46808 0.63257
Br 4.24009 23.05107 3.79712
C 5.30339 24.53529 2.99195
C 6.82057 24.14147 3.07122
Br 7.69824 25.63462 2.15819
H 4.98780 25.49803 3.39400
H 5.07678 24.66461 1.93364
H 7.07586 23.24266 2.50992
H 7.14381 24.17568 4.11162

---

17
Properties=species:S:1:pos:R:3 method="wB97M-V/def2-TZVPD" largest_force_ev_per_a=9.97 e_above_lowest_kcal_mol=216.1 multiplicity=1 total_energy_ev=-11814.6898 total_charge=0
C 1.81240 -0.65553 -0.27163
C 0.09030 2.07334 0.15428
C -1.42481 0.18417 -0.07806
H 1.12673 -1.46452 -0.71679
H 2.44311 0.02773 -1.04751
H 2.57005 -1.01381 0.47257
H -0.54831 2.12144 1.29740
H -0.24981 2.85718 -0.74676
H 1.32927 2.45694 0.76746
H -2.60343 -1.20886 -0.29982
H -0.39267 -1.71450 -0.83181
H -0.16440 -2.20168 0.85027
N 0.01291 0.61689 -0.23189
N -1.71905 -1.08611 0.36228
N -0.76187 -2.08336 0.07157
O 0.92743 0.11851 0.43732
O -2.44786 0.97216 -0.18887

---

13
Properties=species:S:1:pos:R:3 method="wB97M-V/def2-TZVPD" largest_force_ev_per_a=1.21 e_above_lowest_kcal_mol=124.5 multiplicity=1 total_energy_ev=-8361.1070 total_charge=0
C 1.00254 1.49815 -2.31522
C 0.25698 0.86493 -1.61573
C -0.68852 0.11725 -0.79714
C -0.30832 -0.05012 0.65967
O -0.08405 1.17674 1.29108
C 0.75832 -1.06827 0.93876
C 0.47290 -2.06693 1.56185
H 1.66749 2.05992 -2.93067
H -1.65618 0.62883 -0.77487
H -0.85384 -0.88504 -1.21288
H -1.17963 -0.55620 1.10313
H 0.63493 1.06353 1.92352
H -0.02262 -2.78277 2.16849

---

105
Properties=species:S:1:pos:R:3 method="wB97M-V/def2-TZVPD" largest_force_ev_per_a=1.48 e_above_lowest_kcal_mol=0.0 multiplicity=1 total_energy_ev=-152478.0904 total_charge=+3
W 0.18646 0.01707 0.47796
N 0.03256 1.64599 3.78949
C -0.63743 0.49132 3.73212
N -1.44709 0.25118 4.74404
C -2.01680 -0.94679 4.80268
N -2.89015 -1.21004 5.75520
N -1.70570 -1.94285 3.93054
C -0.97366 -1.59994 2.92208
N -0.46119 -0.36441 2.65982
C -0.64591 -2.65873 1.95213
C -0.90180 -3.98260 2.25512
C -0.59669 -4.96576 1.32818
C -0.05859 -4.56739 0.11600
C 0.15956 -3.22586 -0.10925
N -0.11433 -2.26227 0.78665
H -0.07606 2.17081 4.64482
H 0.85851 1.79400 3.23229
H -3.11490 -0.50630 6.44083
H -3.28899 -2.13174 5.83380
H -1.33503 -4.21607 3.21740
H -0.77765 -6.00933 1.55003
H 0.20897 -5.27094 -0.66111
H 0.59867 -2.92877 -1.04567
C -1.21742 2.83688 -2.68627
C -0.22579 3.80353 -2.67396
C 0.86331 3.65877 -1.82612
C 0.97426 2.54206 -1.00419
C 0.02710 1.50007 -1.07953
C -1.07818 1.69805 -1.90818
C 1.96696 2.47246 0.07618
C 2.96028 3.45545 0.23117
C 3.79359 3.41448 1.30557
C 3.69009 2.35693 2.23074
C 4.59175 2.24026 3.30915
C 4.52634 1.16914 4.15629
C 3.54920 0.18545 3.94303
C 2.65031 0.27997 2.90959
C 2.69157 1.37375 2.02406
N 1.79693 1.48662 0.96484
H -2.08994 2.95489 -3.31680
H -0.30945 4.68394 -3.29800
H 1.59323 4.45486 -1.79505
H -1.85284 0.94884 -1.97235
H 3.05642 4.24150 -0.49959
H 4.55418 4.17350 1.45022
H 5.34378 3.00909 3.43994
H 5.22244 1.07129 4.97794
H 3.51028 -0.67649 4.59692
H 1.92850 -0.51152 2.76988
O -5.44939 3.39074 3.52520
N -5.84102 2.74724 2.57854
O -6.97298 2.66440 2.18488
C -4.82262 1.94258 1.86345
C -5.24309 0.80820 1.28156
C -4.31354 -0.04964 0.62584
C -4.71720 -1.19053 -0.08445
C -3.76178 -1.91631 -0.74256
C -2.43271 -1.52834 -0.64545
N -2.00715 -0.48694 0.05265
C -2.94953 0.27194 0.66383
C -2.51800 1.48468 1.27666
N -1.19145 1.76736 1.19518
C -0.82063 2.99102 1.52339
C -1.68965 3.96087 2.00835
C -3.00584 3.65232 2.20717
C -3.45551 2.37404 1.82706
H -6.29628 0.55730 1.30109
H -5.76469 -1.46331 -0.12247
H -4.01469 -2.78286 -1.33876
H -1.67531 -2.10063 -1.15629
H 0.22336 3.23702 1.42401
H -1.30347 4.94291 2.24428
H -3.69287 4.37613 2.62039
Ge 0.90675 -0.80249 -2.50597
C 1.83031 -2.47610 -2.90029
C 3.22636 -2.46745 -2.90756
C 3.94168 -3.58081 -3.32185
C 3.26632 -4.72449 -3.72891
C 1.87702 -4.74216 -3.74039
C 1.16284 -3.62385 -3.33350
C -0.61731 -0.74247 -3.73798
C -1.66550 -1.64756 -3.86942
C -2.53278 -1.56762 -4.95063
C -2.34783 -0.59611 -5.92650
C -1.28349 0.29065 -5.82278
C -0.43024 0.22258 -4.73031
H 1.89124 0.32249 -2.74031
H 3.77130 -1.57471 -2.62083
H 5.02344 -3.55333 -3.33783
H 3.82224 -5.59464 -4.05239
H 1.34908 -5.62116 -4.08799
H 0.08087 -3.64884 -3.38913
H -1.80953 -2.46300 -3.16869
H -3.34076 -2.28193 -5.04311
H -3.01753 -0.54436 -6.77460
H -1.11289 1.03337 -6.59139
H 0.39169 0.92887 -4.66483
C 5.04905 1.20216 -1.49367
O 3.75540 0.67948 -1.07647
C 3.77151 -0.31725 -0.22546
S 5.03869 -1.00411 0.51294
S 2.16979 -1.13423 0.02706
H 4.81991 1.98039 -2.21256
H 5.62722 0.39947 -1.94718
H 5.58152 1.59469 -0.63166